# 1
{"formula": "C24H3Cl84F2N2O3PS", "method": "the ωB97M-V functional and the def2-TZVPD basis", "symbols": ["O", "C", "F", "N", "C", "O", "F", "P", "O", "N", "C", "S", "H", "H", "H", "C", "Cl", "Cl", "Cl", "Cl", "C", "Cl", "Cl", "Cl", "Cl", "C", "Cl", "Cl", "Cl", "Cl", "C", "Cl", "Cl", "Cl", "Cl", "C", "Cl", "Cl", "Cl", "Cl", "C", "Cl", "Cl", "Cl", "Cl", "C", "Cl", "Cl", "Cl", "Cl", "C", "Cl", "Cl", "Cl", "Cl", "C", "Cl", "Cl", "Cl", "Cl", "C", "Cl", "Cl", "Cl", "Cl", "C", "Cl", "Cl", "Cl", "Cl", "C", "Cl", "Cl", "Cl", "Cl", "C", "Cl", "Cl", "Cl", "Cl", "C", "Cl", "Cl", "Cl", "Cl", "C", "Cl", "Cl", "Cl", "Cl", "C", "Cl", "Cl", "Cl", "Cl", "C", "Cl", "Cl", "Cl", "Cl", "C", "Cl", "Cl", "Cl", "Cl", "C", "Cl", "Cl", "Cl", "Cl", "C", "Cl", "Cl", "Cl", "Cl", "C", "Cl", "Cl", "Cl", "Cl"], "coordinates": [[-1.3222, 8.5988, -2.3946], [-0.6837, 7.5135, -2.3066], [0.6322, 7.5350, -2.9165], [-1.1934, 6.3124, -1.6417], [-2.6822, 6.4068, -1.5592], [-3.3169, 6.4601, -2.6363], [-3.3400, 6.4724, -0.2902], [-0.8221, 4.7961, -2.5402], [-0.4774, 3.3791, -3.5242], [0.5531, 4.3990, -1.4470], [0.3575, 3.1371, -1.1176], [0.7633, 1.5438, -0.7897], [-0.6817, 5.5708, -3.7412], [-2.0886, 4.2126, -2.1521], [-0.0713, 3.7152, -4.3617], [2.9623, 4.3112, 1.5778], [1.3999, 5.1564, 1.5909], [3.4952, 4.0739, -0.1013], [4.1658, 5.2864, 2.4498], [2.7916, 2.7293, 2.3722], [-0.8314, 2.6419, 4.1369], [-2.3988, 3.4798, 4.1457], [-0.2967, 2.4056, 2.4591], [0.3694, 3.6214, 5.0088], [-0.9985, 1.0622, 4.9337], [0.6239, -1.2538, -4.4183], [1.7167, -1.5830, -3.0554], [-0.0321, 0.3905, -4.2680], [1.5224, -1.3956, -5.9455], [-0.7107, -2.4286, -4.4044], [2.0645, -4.0751, -9.2081], [0.8926, -3.4138, -10.3681], [1.2237, -4.5268, -7.7082], [2.8442, -5.5112, -9.9086], [3.2987, -2.8478, -8.8477], [-3.4565, -3.4530, -10.3668], [-2.4070, -3.8095, -8.9777], [-4.1140, -1.8105, -10.2043], [-2.5152, -3.5687, -11.8697], [-4.7911, -4.6252, -10.4118], [6.4736, 8.0315, -0.0508], [8.1601, 7.5685, 0.2660], [5.4362, 6.5921, 0.0437], [5.9480, 9.2203, 1.1614], [6.3501, 8.7463, -1.6737], [-3.7933, -5.3043, -3.4015], [-2.5737, -6.1757, -2.4459], [-2.9861, -4.1643, -4.5022], [-4.7405, -6.4681, -4.3542], [-4.8744, -4.4110, -2.3100], [4.0956, -0.9420, 0.6461], [5.3762, 0.2613, 0.3863], [2.5117, -0.1997, 0.3238], [4.3407, -2.3160, -0.4545], [4.1511, -1.5129, 2.3277], [-0.0379, 11.1939, -0.0545], [0.8208, 12.1855, 1.1448], [1.1338, 10.4170, -1.1351], [-0.9742, 9.9346, 0.7737], [-1.1314, 12.2247, -1.0020], [-0.6434, -8.3068, -8.3917], [-1.2086, -9.0772, -6.8930], [-0.9123, -9.4061, -9.7610], [-1.5444, -6.7983, -8.6576], [1.0911, -7.9454, -8.2532], [-3.6319, 3.8130, 8.0580], [-2.1106, 3.8901, 7.1442], [-5.0046, 3.8913, 6.9312], [-3.6992, 2.2886, 8.9684], [-3.7140, 5.1817, 9.1881], [2.7904, 8.9968, -5.8291], [1.5459, 9.7117, -6.8765], [2.6444, 7.2253, -5.8596], [4.4004, 9.4683, -6.4152], [2.5710, 9.5803, -4.1657], [-6.6950, -8.4799, -7.6097], [-5.7601, -8.3815, -6.1018], [-8.4108, -8.1680, -7.2692], [-6.0861, -7.2644, -8.7527], [-6.5161, -10.1020, -8.3134], [6.1109, -3.0733, 5.8490], [6.2390, -4.8237, 5.5739], [7.6273, -2.2838, 5.3629], [4.7675, -2.4213, 4.8856], [5.8080, -2.7665, 7.5727], [-2.1288, -12.8682, -8.0103], [-2.5263, -14.5350, -7.5388], [-3.5839, -11.8553, -7.8896], [-0.8719, -12.2303, -6.9276], [-1.5339, -12.8540, -9.6849], [0.1529, -8.1459, 0.1815], [-0.3719, -8.1814, -1.5168], [-0.6347, -9.4671, 1.0716], [1.9183, -8.3491, 0.2592], [-0.3001, -6.5882, 0.9113], [2.7258, -6.0937, 3.3769], [4.4106, -6.5531, 3.7084], [1.6886, -7.5349, 3.4766], [2.1901, -4.8961, 4.5757], [2.6145, -5.3912, 1.7460], [-2.5599, 3.1676, 12.7678], [-2.7681, 1.5017, 12.1862], [-4.0379, 4.0988, 12.4413], [-2.2459, 3.1502, 14.5176], [-1.1875, 3.9207, 11.9271], [-4.4786, 9.2918, 3.3715], [-3.2013, 10.5035, 3.1529], [-6.0646, 10.0413, 3.0875], [-4.2339, 7.9638, 2.2127], [-4.4130, 8.6538, 5.0290], [-0.1271, -1.3392, 13.5191], [1.4835, -0.9113, 12.9029], [-0.8835, 0.0940, 14.2463], [-1.1380, -1.9255, 12.1787], [0.0279, -2.6154, 14.7459], [3.2428, -4.1249, 10.6053], [1.6771, -3.2856, 10.6152], [3.7812, -4.3600, 8.9280], [4.4431, -3.1483, 11.4802], [3.0722, -5.7054, 11.4002]], "lowdin_charge": [0.056, -0.389, -0.031, -0.100, -0.373, 0.114, 0.031, 0.836, -0.398, -0.087, -0.689, 0.599, 0.087, 0.096, 0.051, -1.964, 0.520, 0.518, 0.505, 0.482, -1.994, 0.488, 0.462, 0.504, 0.528, -1.992, 0.503, 0.530, 0.501, 0.470, -2.002, 0.504, 0.479, 0.510, 0.515, -2.006, 0.469, 0.528, 0.518, 0.501, -2.013, 0.517, 0.463, 0.517, 0.511, -1.980, 0.491, 0.477, 0.471, 0.531, -1.969, 0.537, 0.416, 0.523, 0.473, -2.011, 0.521, 0.520, 0.501, 0.533, -1.986, 0.488, 0.515, 0.479, 0.499, -1.992, 0.476, 0.519, 0.507, 0.501, -2.021, 0.521, 0.507, 0.517, 0.508, -1.996, 0.471, 0.530, 0.501, 0.509, -1.977, 0.499, 0.533, 0.459, 0.490, -2.013, 0.521, 0.485, 0.492, 0.503, -1.998, 0.495, 0.524, 0.497, 0.490, -1.982, 0.497, 0.501, 0.515, 0.481, -2.003, 0.464, 0.505, 0.510, 0.521, -2.020, 0.495, 0.519, 0.518, 0.514, -2.003, 0.497, 0.481, 0.500, 0.525, -2.001, 0.488, 0.476, 0.516, 0.522], "e_tot_ev": -1111490.9460, "e_homo_ha": -0.374, "orbital_gap_ev": 8.885, "lumo_energy_ev": -1.28}



# 2
{"formula": "C24H40B2N2O5PS", "method": "the ωB97M-V functional and the def2-TZVPD basis", "symbols": ["C", "C", "C", "C", "C", "C", "C", "O", "P", "S", "B", "C", "O", "C", "C", "C", "C", "C", "O", "C", "B", "O", "O", "H", "H", "H", "H", "H", "H", "H", "H", "H", "H", "H", "H", "H", "H", "H", "H", "H", "H", "H", "H", "H", "H", "H", "H", "H", "H", "H", "H", "H", "H", "N", "C", "C", "C", "C", "C", "H", "H", "H", "H", "H", "N", "C", "C", "C", "C", "C", "H", "H", "H", "H", "H"], "coordinates": [[3.0704, -1.8813, -0.5876], [1.8799, -1.4755, -1.2632], [0.8051, -0.4259, -1.9982], [-0.0624, 0.4654, -0.9206], [0.6334, 1.7400, -0.1601], [2.2687, 1.6770, -0.0499], [2.7884, 3.1354, 0.5594], [-1.0462, 1.1545, -1.8210], [-2.7505, 0.9629, -1.3568], [-3.0503, 1.2323, -3.5061], [-4.5166, 0.2814, -0.9787], [-5.2000, 0.1527, 0.5108], [-5.3617, -0.1544, -2.1408], [-3.0631, 2.7820, -0.8679], [-4.5468, 3.3635, -1.2524], [-2.7934, 3.1374, 0.7097], [-3.2608, 4.6873, 1.1299], [-4.6929, 4.6299, 1.9464], [-2.3326, 0.3560, 0.2456], [-1.0488, -0.4093, 0.1084], [-0.3640, -0.9180, 1.5530], [0.5065, -2.1067, 1.6814], [-0.7256, -0.1158, 2.7432], [4.1284, -2.2143, -0.1464], [0.0201, -1.1391, -2.5383], [1.3179, 0.2031, -2.8481], [0.2236, 1.9640, 0.9145], [0.3795, 2.7081, -0.8109], [2.5985, 0.8646, 0.7529], [2.7146, 1.4236, -1.1017], [1.8702, 3.8780, 0.4210], [3.0088, 3.1017, 1.7162], [3.7237, 3.5599, -0.0090], [-2.5055, -0.4243, -1.7751], [-3.3718, -0.0630, -4.0248], [-6.3878, 0.0795, 0.4174], [-4.8316, -0.8337, 1.0637], [-4.9906, 1.0459, 1.2371], [-6.3205, -0.1007, -1.7922], [-2.2809, 3.4335, -1.4917], [-5.3578, 3.1940, -0.4045], [-4.9966, 2.9636, -2.2559], [-4.4439, 4.5445, -1.3923], [-1.6078, 3.1437, 0.8493], [-3.3250, 2.4337, 1.4787], [-2.4520, 5.1080, 1.8913], [-3.2592, 5.4249, 0.2172], [-4.4257, 4.6176, 3.1062], [-5.3164, 3.6562, 1.7499], [-5.4008, 5.5428, 1.7452], [-1.1096, -1.4581, -0.4587], [0.0362, -2.9534, 1.4249], [-0.8426, -0.6976, 3.5505], [2.0428, -5.7081, -3.7700], [2.0428, -4.9211, -2.6717], [1.5994, -5.3363, -1.4263], [1.1226, -6.6365, -1.2971], [1.1082, -7.4704, -2.4105], [1.5758, -6.9658, -3.6133], [2.4212, -3.9145, -2.8242], [1.6248, -4.6621, -0.5777], [0.7655, -6.9972, -0.3369], [0.7424, -8.4886, -2.3429], [1.5883, -7.5787, -4.5102], [5.6579, 0.6648, 1.9699], [6.9210, 0.2595, 1.7138], [7.5250, -0.8206, 2.3373], [6.7924, -1.5278, 3.2848], [5.4896, -1.1333, 3.5716], [4.9708, -0.0423, 2.8931], [7.4526, 0.8451, 0.9694], [8.5420, -1.1033, 2.0904], [7.2327, -2.3793, 3.7953], [4.8926, -1.6632, 4.3052], [3.9574, 0.3022, 3.0792]], "lowdin_charge": [0.038, -0.063, -0.095, -0.352, -0.131, -0.237, -0.148, -0.446, 0.337, 0.423, -0.513, -0.080, -0.098, -0.409, -0.145, -0.191, -0.253, -0.165, -0.333, -0.173, -0.390, 0.018, 0.048, 0.054, 0.129, 0.134, 0.119, 0.132, 0.095, 0.104, 0.070, 0.067, 0.066, 0.009, -0.134, 0.064, 0.083, 0.047, 0.090, 0.122, 0.076, 0.059, 0.080, 0.100, 0.102, 0.097, 0.093, 0.075, 0.055, 0.066, 0.138, 0.106, 0.104, 0.051, -0.145, -0.075, -0.088, -0.092, -0.165, 0.084, 0.084, 0.100, 0.094, 0.095, 0.066, -0.154, -0.088, -0.090, -0.078, -0.148, 0.100, 0.097, 0.101, 0.101, 0.102], "e_tot_ev": -60224.3074, "charge": -1, "e_homo_ha": -0.136, "orbital_gap_ev": 5.864, "lumo_energy_ev": 2.16}